[1]
C4H10O4P | ωB97M-V/def2-TZVPD

Last column: natural (NBO) charge in e.
Atoms and positions in Å:
1 C 2.7770 -0.2763 0.3345  -0.649
2 C -2.4056 0.9109 -0.3490  -0.770
3 C 1.4489 0.3123 0.6694  -0.244
4 C -3.2142 -0.0066 0.3731  0.439
5 O 0.0548 -0.4706 -1.5041  -1.243
6 O 0.9274 -2.2419 -0.1813  -1.036
7 O 1.1264 1.6324 0.2189  -0.757
8 O -4.4407 -0.0742 0.3970  -0.598
9 P 0.0890 -0.7910 -0.0329  1.267
10 H 3.6574 0.2656 0.7469  0.178
11 H 2.9162 -1.2501 0.6603  0.228
12 H 2.8934 -0.4627 -0.6947  0.200
13 H -1.4989 1.1761 0.0771  0.252
14 H -2.9819 1.8111 -0.6984  0.211
15 H -2.0515 0.3519 -1.2659  0.307
16 H 1.4113 0.4195 1.8267  0.151
17 H -2.6317 -0.6943 1.1866  0.113
18 H 0.7300 1.4323 -0.6898  0.483
19 H 1.1926 -2.0444 -1.0743  0.469

Properties
Electronic energy: -800.76017 hartree
Net charge: -1
HOMO energy: -3.21 eV
Gap between HOMO and LUMO: 7.07 eV
Energy above the lowest of the compared OMol25 structures with the same formula, charge and spin: 154.1 kJ/mol
Max |F|: 5.04 eV/A

---

[2]
C4H10O4P | ωB97M-V/def2-TZVPD

Last column: natural (NBO) charge in e.
Atoms and positions in Å:
1 C -2.4730 1.4790 -0.2860  0.244
2 C 2.4068 1.4307 0.0022  0.347
3 C -0.7187 -0.0002 1.3299  -0.400
4 C -1.2903 -0.8970 -1.1494  -0.346
5 O -2.9122 1.4153 0.8120  -0.471
6 O 2.1700 0.6434 0.8901  -0.592
7 O 0.3333 -0.8387 1.7555  -0.625
8 O -0.2496 -1.8479 -0.7041  -0.772
9 P -0.6588 0.6634 -0.4296  0.574
10 H -2.7084 2.1768 -1.1691  0.173
11 H 1.5275 1.8659 -0.5524  0.152
12 H 3.4775 1.6229 -0.3725  0.170
13 H -0.7912 0.9551 1.8496  0.244
14 H -1.5718 -0.5913 1.5933  0.236
15 H -1.4596 -0.7590 -2.1647  0.220
16 H -2.2159 -1.1153 -0.5952  0.201
17 H 1.1600 -0.1806 1.6460  0.559
18 H 0.2382 -1.3872 0.8821  0.568
19 H -0.2273 -2.6318 -1.2283  0.518

Properties
Electronic energy: -800.33070 hartree
Net charge: +1
HOMO energy: -13.13 eV
Gap between HOMO and LUMO: 9.36 eV
Energy above the lowest of the compared OMol25 structures with the same formula, charge and spin: 473.4 kJ/mol
Max |F|: 3.55 eV/A

---

[3]
C4H10OS | ωB97M-V/def2-TZVPD

Last column: natural (NBO) charge in e.
Atoms and positions in Å:
1 C -0.7377 1.4310 -1.6549  -0.755
2 C 0.4284 0.3736 1.0209  -0.458
3 C 0.9552 -0.8537 1.6113  -0.172
4 C -1.4938 -1.0470 -1.6837  -0.763
5 O 2.0496 -0.7962 2.6810  -0.731
6 S -1.5936 0.2131 -0.6190  0.573
7 H -0.6360 2.3310 -1.0217  0.237
8 H -1.3888 1.4480 -2.5800  0.253
9 H 0.9095 0.8312 0.1623  0.173
10 H 0.0668 1.1317 1.7268  0.175
11 H 1.4855 -1.4015 0.8732  0.179
12 H 0.2398 0.9324 -1.7685  0.227
13 H 0.3754 -1.6079 2.1042  0.194
14 H -0.5374 -1.1256 -2.3305  0.198
15 H 1.8738 0.1103 3.0325  0.453
16 H -1.9967 -1.9704 -1.5540  0.218

Properties
Electronic energy: -631.65007 hartree
HOMO energy (alpha / beta): -7.46 / -7.82 eV
Gap between HOMO and LUMO (alpha / beta): 7.41 / 7.82 eV
Energy above the lowest of the compared OMol25 structures with the same formula, charge and spin: 458.4 kJ/mol
Max |F|: 2.93 eV/A

---

[4]
C4H10OS | ωB97M-V/def2-TZVPD

Last column: natural (NBO) charge in e.
Atoms and positions in Å:
1 C -0.8402 -1.4432 -1.0015  -0.615
2 C -1.4565 -0.0707 -1.1811  -0.493
3 S -0.3801 0.9705 -2.2760  -0.060
4 H -0.8180 -1.9735 -1.9493  0.222
5 H 0.1534 -1.3633 -0.5621  0.190
6 H -1.4712 -2.0383 -0.3296  0.211
7 H -1.6902 0.4726 -0.2686  0.210
8 H -2.4107 -0.1957 -1.6985  0.215
9 H 0.7421 0.4092 -1.7630  0.120
10 C 1.1582 1.7621 1.5793  -0.476
11 C 0.8867 0.4795 1.6668  0.108
12 O 1.9544 -0.4052 1.4824  -0.695
13 H 0.5134 2.5674 1.8980  0.210
14 H 2.1012 2.0863 1.1579  0.210
15 H -0.0200 0.0087 2.0219  0.173
16 H 1.5778 -1.2665 1.2233  0.471

Properties
Electronic energy: -631.78148 hartree
HOMO energy: -8.99 eV
Gap between HOMO and LUMO: 9.75 eV
Energy above the lowest of the compared OMol25 structures with the same formula, charge and spin: 113.4 kJ/mol
Max |F|: 1.50 eV/A

---

[5]
C4H10OS | ωB97M-V/def2-TZVPD

Last column: natural (NBO) charge in e.
Atoms and positions in Å:
1 C -2.1234 0.0711 -0.8796  -0.685
2 C -0.6111 -0.7706 -0.8942  -0.397
3 C 0.2611 0.1553 0.0810  0.033
4 C 1.6365 -0.3042 0.4104  -0.543
5 H -3.1647 -0.8232 -0.8287  0.224
6 H -1.9578 0.6667 -2.1282  0.201
7 H -2.5045 1.0190 -0.0234  0.257
8 H -0.8391 -1.6827 -0.5520  0.212
9 H -0.0802 -0.3914 -1.8610  0.224
10 H 0.2844 1.0518 -0.4891  0.161
11 H 0.5543 0.7681 1.7496  0.454
12 H 2.3416 -0.7078 -0.5631  0.229
13 H 1.6344 -1.4115 1.0500  0.254
14 H 2.2422 0.9583 2.3865  0.105
15 O -0.2068 0.2520 1.3813  -0.716
16 S 2.5333 1.1491 1.1604  -0.013

Properties
Electronic energy: -631.61608 hartree
HOMO energy: -9.70 eV
Gap between HOMO and LUMO: 10.45 eV
Energy above the lowest of the compared OMol25 structures with the same formula, charge and spin: 547.7 kJ/mol
Max |F|: 8.40 eV/A

---

[6]
C4H10OS | ωB97M-V/def2-TZVPD

Last column: natural (NBO) charge in e.
Atoms and positions in Å:
1 C 2.3605 -0.9285 0.2122  -0.315
2 C 0.5802 0.8091 0.1456  -0.068
3 C -0.5098 -0.0074 -0.1371  -0.454
4 C -1.8424 0.5850 0.2462  -0.530
5 H 2.0664 -1.9417 -0.7165  0.153
6 H 1.9613 -1.3916 1.3301  0.212
7 H 3.5782 -0.6511 -0.0495  0.229
8 H 0.6506 1.0598 1.1522  0.171
9 H 0.4556 1.6471 -0.5195  0.190
10 H -0.4255 -0.3022 -1.2362  0.207
11 H -0.5015 -1.0287 0.2318  0.213
12 H -1.9028 1.5388 -0.3233  0.217
13 H -1.7561 0.7556 1.3775  0.215
14 H -3.3231 -0.0106 -1.4043  0.140
15 O 1.8833 0.3310 -0.3312  -0.561
16 S -3.2748 -0.4645 0.0220  -0.018

Properties
Electronic energy: -631.68307 hartree
HOMO energy: -9.21 eV
Gap between HOMO and LUMO: 9.86 eV
Energy above the lowest of the compared OMol25 structures with the same formula, charge and spin: 371.8 kJ/mol
Max |F|: 6.37 eV/A

---

[7]
C4H10OS | ωB97M-V/def2-TZVPD

Last column: natural (NBO) charge in e.
Atoms and positions in Å:
1 C 0.6393 1.6393 1.4205  -1.021
2 C 0.0907 1.5249 -1.5945  -0.605
3 C 0.4281 -1.4737 1.2184  -0.826
4 C -0.3217 0.2043 -0.8738  -0.565
5 O -1.7204 0.2739 1.4763  -0.930
6 S -0.3256 0.2911 0.9877  1.707
7 H 0.9011 1.6259 2.6030  0.231
8 H 1.5625 1.6597 0.9235  0.203
9 H -0.6558 2.2506 -1.3081  0.228
10 H 0.9841 1.8520 -1.1678  0.216
11 H 0.1278 1.3780 -2.6329  0.217
12 H -0.1401 -2.4612 0.9131  0.250
13 H 1.2659 -1.2673 0.4516  0.209
14 H 0.7901 -1.4113 2.2610  0.238
15 H 0.3025 -0.5990 -1.0131  0.203
16 H -1.3575 -0.0583 -1.1676  0.244

Properties
Electronic energy: -631.67324 hartree
HOMO energy: -8.38 eV
Gap between HOMO and LUMO: 9.07 eV
Energy above the lowest of the compared OMol25 structures with the same formula, charge and spin: 397.6 kJ/mol
Max |F|: 3.97 eV/A

---

[8]
C4H10OS | ωB97M-V/def2-TZVPD

Last column: natural (NBO) charge in e.
Atoms and positions in Å:
1 C 0.3760 -1.4821 0.2248  -0.673
2 C 2.4567 0.0057 0.0314  -0.651
3 C -4.6323 -0.2132 0.8219  -0.450
4 C 1.0888 -0.2152 0.7149  0.086
5 O 0.2022 0.9227 0.5296  -0.714
6 S -3.4756 -0.0932 -0.3158  0.071
7 H -0.6896 -1.2392 0.4931  0.245
8 H 0.1914 -1.6054 -0.8721  0.201
9 H 0.9722 -2.4022 0.5024  0.226
10 H 3.2963 -0.5996 0.5278  0.215
11 H 2.8597 1.0688 0.0989  0.231
12 H 2.2474 -0.4186 -1.0024  0.207
13 H -5.4375 0.4295 1.1757  0.200
14 H -0.0337 0.9083 -0.3583  0.454
15 H -4.5892 -1.1696 1.2832  0.181
16 H 1.2047 -0.3524 1.7992  0.175

Properties
Electronic energy: -631.74438 hartree
HOMO energy: -8.94 eV
Gap between HOMO and LUMO: 8.44 eV
Energy above the lowest of the compared OMol25 structures with the same formula, charge and spin: 210.8 kJ/mol
Max |F|: 3.06 eV/A

---

[9]
C4H10OS2 | ωB97M-V/def2-TZVPD

Last column: natural (NBO) charge in e.
Atoms and positions in Å:
1 C -0.8354 0.9149 2.0845  -0.287
2 C -2.0584 0.2217 2.0565  -0.374
3 O -3.4903 2.8560 2.0332  -0.945
4 C -0.0498 1.2277 3.1557  -0.293
5 S 0.8520 -0.0278 -1.1921  0.288
6 S 1.1496 -1.6641 -2.1044  0.657
7 C 2.8900 -1.6806 -2.5697  -0.806
8 H -0.3678 0.8534 4.1128  0.202
9 H -0.4868 1.1956 1.0876  0.167
10 H -2.3644 -0.0053 1.0406  0.187
11 H -2.3775 -0.4788 2.8138  0.210
12 H -2.8990 2.0935 1.9723  0.466
13 H -4.3427 2.5513 2.3528  0.473
14 H 0.9011 1.7033 3.0098  0.201
15 H 3.4908 -1.9256 -1.6937  0.292
16 H 3.2239 -0.7031 -2.8993  0.286
17 H 2.9470 -2.4607 -3.3328  0.276

Properties
Electronic energy: -1029.59188 hartree
Net charge: +1
HOMO energy (alpha / beta): -11.01 / -13.09 eV
Gap between HOMO and LUMO (alpha / beta): 2.23 / 4.31 eV
Multiplicity: 2
Energy above the lowest of the compared OMol25 structures with the same formula, charge and spin: 284.5 kJ/mol
Max |F|: 1.83 eV/A
<S²>: 0.786

---

[10]
C4H10OSi | ωB97M-V/def2-TZVPD

Last column: natural (NBO) charge in e.
Atoms and positions in Å:
1 C -0.8161 0.5439 0.1918  0.307
2 C -1.4290 1.7851 -0.3577  -0.676
3 C -0.6730 -1.8814 0.2372  -0.657
4 C -1.1665 -0.6542 -0.3386  -0.258
5 O 0.2737 0.5636 1.0895  -0.939
6 Si 1.6820 0.3908 0.8789  1.286
7 H -1.5621 1.8896 -1.4190  0.234
8 H -0.8609 2.6434 0.0117  0.226
9 H -2.4234 2.0476 -0.0208  0.226
10 H -0.3267 -2.6549 -0.5470  0.217
11 H 0.3252 -1.8164 0.8475  0.224
12 H -1.5314 -2.3237 0.8831  0.224
13 H -1.8118 -0.8556 -1.2494  0.222
14 H 2.2678 0.6456 2.2571  -0.182
15 H 2.0315 1.5119 -0.0778  -0.235
16 H 1.6418 -0.9041 0.0923  -0.219

Properties
Electronic energy: -523.03668 hartree
HOMO energy: -8.82 eV
Gap between HOMO and LUMO: 9.76 eV
Energy above the lowest of the compared OMol25 structures with the same formula, charge and spin: 295.9 kJ/mol
Max |F|: 14.12 eV/A

---

[11]
C4H10OSi | ωB97M-V/def2-TZVPD

Last column: natural (NBO) charge in e.
Atoms and positions in Å:
1 C -0.5265 -0.7209 -2.9676  0.440
2 C 0.7650 -0.0418 -2.8215  -0.757
3 C -1.6429 0.8576 2.2746  -1.160
4 C 1.2226 -0.3242 2.1425  -1.043
5 O -1.3707 -1.0215 -2.1498  -0.498
6 Si -0.1420 0.7945 1.1740  0.792
7 H -0.6068 -0.9461 -4.0608  0.088
8 H 1.6486 -0.6649 -2.4157  0.256
9 H 0.7873 0.8233 -2.1070  0.243
10 H 1.2713 0.3600 -3.6579  0.232
11 H -1.4622 1.2115 3.3141  0.238
12 H -2.5157 1.4737 1.9303  0.251
13 H -1.8232 -0.2349 2.4203  0.239
14 H 1.6033 -1.0825 1.5009  0.223
15 H 2.0580 0.3018 2.4004  0.226
16 H 0.7339 -0.7856 3.0230  0.231

Properties
Electronic energy: -522.97590 hartree
HOMO energy (alpha / beta): -6.05 / -10.02 eV
Gap between HOMO and LUMO (alpha / beta): 6.98 / 8.69 eV
Multiplicity: 3
Energy above the lowest of the compared OMol25 structures with the same formula, charge and spin: 111.6 kJ/mol
Max |F|: 4.78 eV/A
<S²>: 2.002

---

[12]
C4H10SSi | ωB97M-V/def2-TZVPD

Last column: natural (NBO) charge in e.
Atoms and positions in Å:
1 C 0.1061 -1.7624 1.4185  -0.667
2 C 0.6365 1.1849 1.5957  -1.130
3 C 1.0690 -0.5685 -1.0077  -1.051
4 C -1.8082 0.2857 -0.2341  -1.091
5 Si -0.0703 -0.1359 0.5106  1.552
6 S -0.5713 -3.1558 1.5871  0.209
7 H 1.5684 -1.3731 2.6059  -0.021
8 H 0.7508 2.1410 1.1046  0.246
9 H 0.1267 1.4941 2.4732  0.251
10 H 1.7067 0.8877 1.8746  0.261
11 H 0.4057 -0.5757 -1.8727  0.231
12 H 1.7699 0.2175 -1.1092  0.233
13 H 1.5178 -1.5549 -0.9908  0.244
14 H -1.9714 -0.0728 -1.2559  0.243
15 H -2.5784 -0.0262 0.4305  0.243
16 H -2.1083 1.3167 -0.1835  0.247

Properties
Electronic energy: -845.95894 hartree
HOMO energy: -7.99 eV
Gap between HOMO and LUMO: 7.50 eV
Energy above the lowest of the compared OMol25 structures with the same formula, charge and spin: 344.4 kJ/mol
Max |F|: 2.97 eV/A

---

Repeat the tenth record exactly.
C4H10OSi | ωB97M-V/def2-TZVPD

Last column: natural (NBO) charge in e.
Atoms and positions in Å:
1 C -0.8161 0.5439 0.1918  0.307
2 C -1.4290 1.7851 -0.3577  -0.676
3 C -0.6730 -1.8814 0.2372  -0.657
4 C -1.1665 -0.6542 -0.3386  -0.258
5 O 0.2737 0.5636 1.0895  -0.939
6 Si 1.6820 0.3908 0.8789  1.286
7 H -1.5621 1.8896 -1.4190  0.234
8 H -0.8609 2.6434 0.0117  0.226
9 H -2.4234 2.0476 -0.0208  0.226
10 H -0.3267 -2.6549 -0.5470  0.217
11 H 0.3252 -1.8164 0.8475  0.224
12 H -1.5314 -2.3237 0.8831  0.224
13 H -1.8118 -0.8556 -1.2494  0.222
14 H 2.2678 0.6456 2.2571  -0.182
15 H 2.0315 1.5119 -0.0778  -0.235
16 H 1.6418 -0.9041 0.0923  -0.219

Properties
Electronic energy: -523.03668 hartree
HOMO energy: -8.82 eV
Gap between HOMO and LUMO: 9.76 eV
Energy above the lowest of the compared OMol25 structures with the same formula, charge and spin: 295.9 kJ/mol
Max |F|: 14.12 eV/A

---

Copy entry 9 word for word.
C4H10OS2 | ωB97M-V/def2-TZVPD

Last column: natural (NBO) charge in e.
Atoms and positions in Å:
1 C -0.8354 0.9149 2.0845  -0.287
2 C -2.0584 0.2217 2.0565  -0.374
3 O -3.4903 2.8560 2.0332  -0.945
4 C -0.0498 1.2277 3.1557  -0.293
5 S 0.8520 -0.0278 -1.1921  0.288
6 S 1.1496 -1.6641 -2.1044  0.657
7 C 2.8900 -1.6806 -2.5697  -0.806
8 H -0.3678 0.8534 4.1128  0.202
9 H -0.4868 1.1956 1.0876  0.167
10 H -2.3644 -0.0053 1.0406  0.187
11 H -2.3775 -0.4788 2.8138  0.210
12 H -2.8990 2.0935 1.9723  0.466
13 H -4.3427 2.5513 2.3528  0.473
14 H 0.9011 1.7033 3.0098  0.201
15 H 3.4908 -1.9256 -1.6937  0.292
16 H 3.2239 -0.7031 -2.8993  0.286
17 H 2.9470 -2.4607 -3.3328  0.276

Properties
Electronic energy: -1029.59188 hartree
Net charge: +1
HOMO energy (alpha / beta): -11.01 / -13.09 eV
Gap between HOMO and LUMO (alpha / beta): 2.23 / 4.31 eV
Multiplicity: 2
Energy above the lowest of the compared OMol25 structures with the same formula, charge and spin: 284.5 kJ/mol
Max |F|: 1.83 eV/A
<S²>: 0.786

---

Which formula does entry 4 have? C4H10OS